Molecular formula: C40H46N3O5ReS2
Method: DFT, wB97M-V/def2-TZVPD

Element x y z (Å)
Re1 0.74749 0.02007 -0.29155
S1 0.87651 -1.85155 -2.45066
S2 4.45331 -0.43627 -1.06760
O1 4.30425 -0.91397 -2.40135
O2 5.07986 -1.24431 -0.07137
O3 1.94963 -2.66597 -2.90370
O4 1.83374 1.83721 0.14243
O5 0.91755 -0.39067 -2.63651
N1 2.96722 0.06765 -0.46128
N2 1.21019 -0.84735 1.52080
N3 0.68968 -1.87710 -0.79882
C1 5.69295 3.88772 -0.93764
C2 1.72613 -4.05187 -0.10199
C3 -0.73905 2.38983 -0.04795
C4 -0.36965 3.44738 -1.06152
C5 -2.41888 -4.02676 -3.01577
C6 -0.89782 2.26659 4.12356
C7 -2.12123 -2.12071 1.32523
C8 -4.04438 -0.50929 1.35207
C9 2.03000 -0.89718 3.75456
C10 -1.87903 0.00780 4.04575
C11 -2.97224 -1.08847 -0.75697
C12 1.33292 -2.76785 0.11750
C13 2.54532 -4.23608 2.17202
C14 2.33913 -4.78654 0.94316
C15 6.63716 2.98323 -1.41741
C16 -3.08518 -3.33355 -4.02545
C17 -2.49535 -2.18481 -4.55398
C18 2.94480 1.37237 -0.24763
C19 0.51525 4.53173 -0.44157
C20 -2.67457 -0.81866 0.72427
C21 -0.94624 2.53657 1.27933
C22 4.18294 2.09923 -0.56419
C23 1.46146 -0.23432 2.66059
C24 -1.73007 0.40305 0.83391
C25 -1.27876 -1.72249 -4.08380
C26 -4.42530 -3.79863 -4.52857
C27 6.36709 1.62025 -1.48488
C28 -1.13373 1.01501 -0.37120
C29 -3.27607 2.04242 3.53421
C30 -1.89895 1.37689 3.35352
C31 -1.20259 -3.58248 -2.52956
C32 -1.69731 4.08720 -1.51504
C33 0.32076 2.85110 -2.29231
C34 1.55917 -2.17435 1.37914
C35 2.16099 -2.89311 2.41607
C36 -1.54370 1.34933 1.85552
C37 -0.64901 -2.42925 -3.06880
C38 5.12664 1.20691 -1.05045
C39 4.44459 3.45462 -0.50459
C40 2.38143 -2.21324 3.63288
H1 2.19632 -0.34857 4.67194
H2 -0.73161 3.44072 1.83197
H3 0.14116 1.96741 3.96701
H4 -1.10733 2.18897 5.19209
H5 -3.45998 -0.23149 -1.22912
H6 -4.76271 -1.26947 1.03380
H7 7.59975 3.34706 -1.75385
H8 -5.20888 -3.10057 -4.22586
H9 -2.32899 3.35921 -2.03248
H10 -2.67450 -0.65313 3.72192
H11 1.38530 4.08825 0.04233
H12 2.65062 -5.80435 0.75033
H13 0.85560 5.22213 -1.21738
H14 2.84760 -2.73991 4.45797
H15 -4.07592 1.47209 3.07014
H16 7.09732 0.91832 -1.86716
H17 -2.99899 -1.64414 -5.34724
H18 -3.49901 2.13914 4.60010
H19 5.93360 4.94240 -0.91088
H20 -3.64864 -1.94267 -0.83167
H21 -2.86225 -4.92421 -2.60060
H22 -2.07315 -1.33406 -1.32204
H23 -1.49497 4.91165 -2.20434
H24 -0.70288 -4.12306 -1.73282
H25 -0.03324 5.11630 0.30139
H26 0.41288 3.61686 -3.06448
H27 -2.88849 -2.89981 1.29162
H28 -1.56879 0.84753 -1.35485
H29 -0.92997 -0.50488 3.88764
H30 1.32892 2.49576 -2.05808
H31 -4.43732 -3.84738 -5.61814
H32 -1.80564 -2.00347 2.36231
H33 -4.41229 0.46188 1.01315
H34 -0.98714 3.31902 3.85572
H35 3.69941 4.14757 -0.13683
H36 -1.27164 -2.47207 0.74619
H37 1.19979 0.81286 2.69717
H38 -3.27621 3.04371 3.09607
H39 3.01862 -4.80358 2.96321
H40 -0.24667 2.02138 -2.72033
H41 -2.25345 4.47803 -0.66115
H42 -2.00030 0.15265 5.12149
H43 -0.82677 -0.82503 -4.48863
H44 1.59767 -4.50144 -1.07882
H45 -4.03638 -0.51241 2.43616
H46 -4.67949 -4.78256 -4.13738

Cartesian forces, eV/Å:
Re -0.764 -0.476 0.316
S 0.020 -0.251 0.269
S -0.067 -0.024 -0.009
O 0.019 0.038 0.039
O 0.025 -0.093 0.019
O -0.030 0.020 0.013
O 0.369 -0.062 0.032
O -0.083 0.221 0.183
N -0.340 0.280 -0.316
N 0.570 0.009 0.132
N 0.503 0.114 0.282
C -0.012 -0.018 -0.001
C 0.033 -0.230 -0.122
C -0.144 -0.134 -0.384
C 0.025 -0.016 -0.023
C -0.019 -0.027 0.014
C 0.023 -0.012 -0.025
C -0.006 0.137 0.097
C -0.027 0.079 -0.081
C -0.033 0.044 0.076
C -0.003 0.085 -0.020
C 0.006 -0.050 -0.039
C -0.365 0.253 -0.321
C 0.002 0.026 0.047
C -0.026 -0.017 -0.092
C 0.020 0.066 0.003
C -0.059 0.006 -0.031
C -0.043 -0.019 -0.033
C 0.305 -0.066 0.237
C 0.001 0.066 0.064
C 0.029 0.056 -0.002
C -0.061 -0.038 0.685
C -0.067 -0.090 -0.001
C -0.006 -0.073 -0.021
C 0.115 -0.149 -0.225
C -0.015 0.010 0.033
C 0.056 0.026 0.008
C 0.008 -0.096 0.044
C -0.178 -0.086 -0.851
C -0.017 0.028 -0.036
C 0.040 0.019 -0.061
C 0.060 -0.045 -0.089
C -0.016 -0.031 -0.059
C 0.091 -0.009 0.000
C -0.183 0.296 0.053
C 0.000 -0.055 0.084
C 0.268 0.248 0.322
C -0.051 0.005 -0.082
C -0.042 0.064 -0.028
C 0.100 0.068 0.028
C 0.050 -0.064 0.065
H -0.006 -0.026 -0.039
H 0.009 -0.099 -0.010
H -0.056 0.012 0.028
H 0.008 0.007 -0.042
H -0.002 -0.062 0.030
H 0.052 0.024 0.021
H -0.037 0.001 0.013
H 0.021 -0.017 -0.001
H 0.023 0.041 0.037
H -0.025 -0.015 -0.034
H -0.076 0.082 -0.042
H -0.011 0.024 -0.020
H -0.044 -0.010 0.029
H -0.024 0.021 -0.037
H -0.007 0.013 0.017
H -0.037 0.033 0.005
H 0.013 -0.016 0.032
H 0.021 -0.002 -0.043
H -0.004 -0.028 0.010
H 0.034 0.012 -0.018
H 0.004 0.034 -0.014
H -0.046 0.043 0.034
H -0.013 -0.053 0.031
H -0.029 0.042 -0.029
H 0.017 -0.026 -0.030
H 0.004 -0.007 0.003
H 0.023 0.057 0.000
H -0.016 -0.058 0.076
H 0.061 -0.022 -0.001
H -0.159 0.062 -0.105
H 0.010 -0.001 0.025
H -0.016 -0.014 -0.088
H -0.012 -0.040 0.002
H 0.001 -0.039 0.007
H 0.028 0.004 -0.016
H 0.134 -0.068 -0.067
H 0.030 0.047 -0.006
H -0.001 -0.047 0.023
H -0.014 0.026 -0.015
H 0.021 0.057 -0.011
H 0.022 0.001 -0.028
H -0.008 -0.002 -0.037
H -0.030 -0.040 0.033
H 0.020 -0.015 0.060
H 0.018 0.008 0.030
H 0.015 0.022 -0.006

The spin multiplicity is 2. The calculation puts the HOMO energy (spin up / spin down) at -10.38 / -10.58 eV. The calculation puts the largest force on an atom at 0.95 eV Å⁻¹. For the calculated total energy, the calculation gives -2966.73044 Ha. Its total charge is +1. Its expectation value of S² is 0.76. Its energy above the lowest of the compared OMol25 structures with the same formula, charge and spin is 46.5 kcal per mole.